1.
A molecular structure, C35H29CrN3O4P2 at a distorted geometry, computed with wB97M-V/def2-TZVPD.

```
74
Properties=species:S:1:pos:R:3:forces:R:3:lowdin_spin:R:1
Cr -0.659 -0.762 0.146 0.511 0.012 1.421 3.17
C -2.296 2.080 1.040 0.669 -0.842 1.666 0.00
P -1.716 1.532 -0.608 -0.162 -0.099 0.829 0.00
C -0.422 2.685 -0.916 1.779 0.876 -1.667 0.00
C 0.661 2.303 -1.759 -0.266 1.333 2.022 0.00
C 1.736 3.189 -1.886 0.295 -1.092 -1.167 0.00
C 1.642 4.504 -1.502 -0.385 0.349 0.553 0.00
C 0.517 4.939 -0.779 0.344 -0.972 -0.359 0.00
C -0.505 4.028 -0.495 0.196 -0.102 0.282 0.00
C -3.045 2.173 -1.585 -2.538 -0.655 -1.250 0.00
C -2.937 3.403 -2.230 -1.762 0.368 0.438 0.00
C -4.107 4.190 -2.442 1.457 -0.291 -0.502 0.00
C -5.371 3.626 -2.302 0.818 0.118 0.128 0.00
C -5.489 2.287 -1.980 0.327 -1.751 0.428 0.00
C -4.337 1.556 -1.552 -0.248 2.200 -0.692 0.00
C -1.243 1.584 2.014 -0.890 -1.146 0.341 0.00
C -0.817 2.099 3.224 0.335 -0.560 -1.611 0.00
C 0.278 1.294 3.631 0.623 -2.132 -1.027 -0.01
C 0.324 0.168 2.738 0.334 1.581 2.318 0.01
C 1.208 -1.038 2.674 0.454 -0.364 -0.196 0.00
P 1.892 -1.029 0.898 -1.210 -1.462 1.299 -0.10
C 2.367 -2.743 0.643 0.019 -1.224 -1.680 -0.01
C 1.894 -3.432 -0.537 -0.096 0.313 1.374 0.00
C 2.168 -4.795 -0.660 -0.910 -0.083 -1.020 0.00
C 2.978 -5.478 0.249 0.620 0.475 -0.549 0.00
C 3.585 -4.768 1.261 0.801 0.505 1.917 0.00
C 3.220 -3.428 1.520 -0.405 -0.067 0.159 0.00
C 3.408 -0.133 1.158 0.334 2.108 -1.905 -0.02
C 4.722 -0.646 1.031 -0.039 0.871 0.989 -0.01
C 5.792 0.156 1.471 -0.304 0.067 0.051 0.00
C 5.539 1.474 1.893 0.291 -0.931 -0.417 -0.01
C 4.284 2.039 1.801 -0.478 -1.511 -1.108 0.00
C 3.203 1.268 1.294 1.287 0.047 1.533 -0.01
N -0.659 0.298 1.786 0.214 2.045 -0.442 -0.05
H -3.253 1.617 1.264 -0.284 -0.114 -0.203 0.00
H -2.400 3.144 1.258 -0.139 0.011 -0.727 0.00
H 0.691 1.339 -2.210 0.159 -0.732 -0.085 0.00
H 2.667 2.820 -2.341 -0.568 0.305 -0.086 0.00
H 2.443 5.182 -1.789 -0.147 -0.047 0.427 0.00
H 0.533 5.941 -0.403 -0.457 0.410 0.023 0.00
H -1.421 4.325 0.030 0.689 0.150 -0.073 0.00
H -1.961 3.734 -2.486 0.431 0.749 -0.047 0.00
H -3.945 5.232 -2.774 -0.373 -0.736 0.147 0.00
H -6.245 4.224 -2.431 -0.415 0.270 -0.280 0.00
H -6.490 1.776 -2.059 1.229 0.604 0.392 0.00
H -4.461 0.573 -1.177 -0.077 -0.831 0.331 0.00
H -1.262 2.928 3.739 0.204 0.415 -0.047 0.00
H 1.034 1.560 4.381 -0.635 -0.508 -0.138 0.00
H 0.640 -1.993 2.799 0.445 0.824 -0.098 0.00
H 2.074 -1.048 3.382 -0.794 0.290 -0.520 0.00
H 1.191 -2.917 -1.241 0.910 -0.540 0.632 0.00
H 1.697 -5.346 -1.508 0.546 0.435 0.781 0.00
H 3.251 -6.512 0.093 -0.221 -0.071 -0.031 0.00
H 4.356 -5.210 1.975 -1.322 0.313 -1.142 0.00
H 3.522 -2.954 2.475 0.081 -0.281 -0.864 0.00
H 4.872 -1.631 0.627 0.116 -0.279 0.220 0.00
H 6.835 -0.198 1.540 -0.786 -0.025 -0.388 0.00
H 6.381 2.081 2.186 0.038 0.072 0.273 0.00
H 4.229 3.059 2.058 -0.600 1.092 0.079 0.00
H 2.236 1.746 1.120 0.122 -0.317 0.238 0.00
O -3.985 -5.118 -0.255 0.516 0.079 0.085 0.00
C -3.946 -4.706 -1.504 -1.590 -0.174 -0.824 0.00
O -4.834 -5.033 -2.273 1.797 0.913 0.243 0.00
C -2.836 -3.692 -1.805 -0.603 -0.100 0.704 0.00
C -2.723 -2.896 -2.952 1.014 -0.436 0.763 0.01
N -1.747 -2.013 -2.672 1.603 2.026 0.425 0.00
N -1.306 -2.046 -1.364 -1.069 -2.285 -1.556 0.00
C -1.922 -3.151 -0.843 -0.206 2.029 -1.238 0.02
C -1.563 -3.396 0.590 1.750 0.286 1.495 0.01
O -1.846 -4.452 1.125 -0.054 0.821 -0.185 0.01
O -0.796 -2.436 1.182 -1.836 -1.015 -2.346 0.00
H -3.179 -4.824 0.231 -0.157 -0.587 0.444 0.00
H -3.223 -2.903 -3.925 0.250 -0.231 0.534 0.00
H -1.125 -1.430 -3.285 -1.584 -0.769 0.491 0.00
```
Positions in Å, forces in eV/Å.

Its charge is +1. As for the energy above the lowest of the compared OMol25 structures with the same formula, charge and spin: 1.932 eV. The HOMO energy (spin up / spin down) comes out at -10.16 / -10.17 eV. As for the spin multiplicity: 4. The LUMO energy (spin up / spin down) is -5.4 / -3.6 eV.

---

2.
A molecular structure, C3H5NO2 at a distorted geometry, computed with wB97M-V/def2-TZVPD.

```
11
Properties=species:S:1:pos:R:3:forces:R:3:lowdin_charge:R:1
O -2.051 -0.260 -1.565 0.099 0.042 0.003 0.12
C -1.021 -0.165 -0.965 -0.742 0.036 -0.135 -0.56
N -0.890 0.068 0.388 -0.618 -0.167 0.030 0.03
C 0.367 0.396 0.921 -0.302 -0.648 -0.052 -0.11
C 1.204 -0.440 -0.643 -0.769 0.746 2.007 -0.04
O 0.206 -0.251 -1.566 -0.078 0.288 0.269 0.01
H -1.730 0.371 0.839 -0.349 0.068 0.001 0.15
H 0.472 1.482 1.176 0.299 -0.683 -0.644 0.12
H 0.725 -0.196 1.763 -0.205 -0.152 -0.136 0.10
H 1.178 -1.467 -0.262 0.598 0.550 0.181 0.11
H 1.539 0.461 -0.088 2.065 -0.079 -1.524 0.07
```
Positions in Å, forces in eV/Å.

As for the energy above the lowest of the compared OMol25 structures with the same formula, charge and spin: 3.641 eV. The HOMO energy comes out at -9.45 eV. As for the spin multiplicity: 1. The LUMO energy is 0.7 eV.

---

What did the second record say?
A molecular structure, C3H5NO2 at a distorted geometry, computed with wB97M-V/def2-TZVPD.

```
11
Properties=species:S:1:pos:R:3:forces:R:3:lowdin_charge:R:1
O -2.051 -0.260 -1.565 0.099 0.042 0.003 0.12
C -1.021 -0.165 -0.965 -0.742 0.036 -0.135 -0.56
N -0.890 0.068 0.388 -0.618 -0.167 0.030 0.03
C 0.367 0.396 0.921 -0.302 -0.648 -0.052 -0.11
C 1.204 -0.440 -0.643 -0.769 0.746 2.007 -0.04
O 0.206 -0.251 -1.566 -0.078 0.288 0.269 0.01
H -1.730 0.371 0.839 -0.349 0.068 0.001 0.15
H 0.472 1.482 1.176 0.299 -0.683 -0.644 0.12
H 0.725 -0.196 1.763 -0.205 -0.152 -0.136 0.10
H 1.178 -1.467 -0.262 0.598 0.550 0.181 0.11
H 1.539 0.461 -0.088 2.065 -0.079 -1.524 0.07
```
Positions in Å, forces in eV/Å.

As for the energy above the lowest of the compared OMol25 structures with the same formula, charge and spin: 3.641 eV. The HOMO energy comes out at -9.45 eV. As for the spin multiplicity: 1. The LUMO energy is 0.7 eV.